Record 1
ORCA calculation (wB97M-V/def2-TZVPD) on C39H56ClCrN5OSb as an isolated structure in a non-equilibrium geometry.

**Total charge**: +1
**2S+1**: 5
**LUMO (spin up / spin down)**: -0.0904 / -0.0921 hartree
**Energy**: -98325.86820 eV
**Relative energy (zero: lowest compared OMol25 entry of this formula, charge and spin)**: 1.631 eV

Structure (XYZ):
```
104
C39H56ClCrN5OSb | the OMol25 dataset | wB97M-V/def2-TZVPD
Sb 0.1445 -0.3125 -2.4223
Cr 0.3493 -0.0894 0.7460
Cl -5.5247 -4.5269 3.6232
O 0.8821 1.9164 0.4869
N 1.7267 3.9728 0.8465
N 0.6211 -2.2361 0.9236
N -0.1171 -0.7159 3.0528
N -1.6115 1.4473 1.3006
N 2.3395 -0.0124 1.7800
C -2.8792 -3.6511 0.7350
C 1.2149 3.0322 0.0459
C 1.1783 -0.8777 3.7322
C -2.0868 -1.5280 -0.2753
C -1.0144 0.1745 3.8118
C 0.8891 -4.9793 1.2063
C -0.7381 1.6539 3.5797
C -0.7646 -2.0283 2.8804
C -2.5851 4.0580 1.3296
C 2.1343 -0.0250 -4.9149
C 2.3238 -0.1118 3.1137
C 0.0200 -2.8779 1.9348
C 0.1242 -4.2484 2.0970
C 4.5071 0.9945 1.8996
C -1.4348 2.2290 2.3721
C -1.9021 3.5372 2.4148
C 1.0301 3.3756 -1.4070
C -3.9188 -1.5963 1.4025
C 1.5441 -4.3099 0.1856
C 3.4151 0.5307 1.1953
C -0.7308 -1.7786 -5.0787
C -2.8029 3.2379 0.2353
C 2.0503 0.1240 -3.4000
C 3.1280 -0.7252 -2.7234
C -1.1805 1.2641 -3.1614
C 4.4752 0.9258 3.2880
C -4.6925 -2.2854 2.3164
C -2.9481 -2.2410 0.5831
C -3.6639 -4.3376 1.6470
C 1.3835 -2.9435 0.0836
C 0.0036 -3.2894 -3.2052
C 3.3667 0.3691 3.8978
C -4.5590 -3.6603 2.4574
C 2.0655 5.3079 0.3684
C -2.5909 0.7089 -3.3612
C -2.3048 1.9479 0.2731
C -0.6803 -1.9756 -3.5646
C 2.0302 3.6969 2.2446
C -0.6831 2.0346 -4.3811
H 0.3407 1.8220 3.5140
H -1.3874 -2.0560 -0.8986
H -3.3016 1.5308 -3.4876
H -1.2132 1.9570 -2.3162
H -1.0764 2.2124 4.4540
H -2.4718 1.2822 -0.5633
H -1.6977 -1.9956 -3.1723
H 1.8749 -2.3834 -0.7023
H -1.7515 4.1318 3.3068
H 2.1663 -4.8359 -0.5242
H 0.2057 4.0810 -1.5266
H 3.0362 4.0514 2.4684
H 0.9784 -6.0519 1.3120
H -2.6518 0.0914 -4.2562
H -0.3951 -4.7289 2.9143
H 2.9681 -1.7903 -2.9088
H -0.8957 -2.5425 3.8403
H -0.4731 -4.1120 -3.7452
H 3.0837 0.3813 -5.2767
H 1.4684 -1.9318 3.6835
H 0.2282 -2.0015 -5.5427
H 3.1466 -0.5766 -1.6418
H 4.1182 -0.4753 -3.1147
H -2.9641 5.0712 1.3501
H 1.9860 2.6294 2.4261
H -3.5816 -5.4144 1.7346
H -1.3383 2.8896 -4.5714
H -5.4172 -1.7575 2.9235
H 3.0664 5.3373 -0.0665
H 5.3573 1.4052 1.3741
H 1.3311 0.4858 -5.4368
H 2.0385 5.9923 1.2135
H 2.2315 1.1727 -3.1362
H 3.3855 0.5911 0.1142
H 2.1065 -1.0754 -5.2015
H -0.6966 1.4161 -5.2776
H -3.3606 3.5801 -0.6253
H -4.0540 -0.5256 1.2965
H -2.0430 -0.0556 3.5308
H -2.9193 0.0938 -2.5186
H -1.7590 -1.8678 2.4544
H 3.3083 0.2916 4.9755
H -1.4644 -2.4656 -5.5084
H -2.0412 -0.4570 -0.2269
H 5.3019 1.2959 3.8792
H 0.3319 2.4153 -4.2551
H 1.1019 -0.6335 4.7962
H -2.1843 -4.2050 0.1113
H -0.9171 -0.0428 4.8820
H 0.7875 2.4699 -1.9518
H 1.0609 -3.2854 -3.4866
H 1.9271 3.8280 -1.8278
H 1.3215 4.2089 2.8981
H -0.0676 -3.5105 -2.1424
H 1.3460 5.6574 -0.3671
H -1.0151 -0.7707 -5.3717
```

***

Record 2
ORCA calculation (wB97M-V/def2-TZVPD) on C39H56N11ReSi3 as an isolated structure.

**Total charge**: +3
**2S+1**: 4
**LUMO (spin up / spin down)**: -0.3116 / -0.3379 hartree
**Energy**: -83487.14748 eV
**Relative energy (zero: lowest compared OMol25 entry of this formula, charge and spin)**: 0.000 eV

Structure (XYZ):
```
110
C39H56N11ReSi3 | the OMol25 dataset | wB97M-V/def2-TZVPD
Re 0.0174 0.1414 0.0772
Si 0.5891 1.7953 3.1634
Si -1.7513 -0.3353 3.1507
Si 1.1075 -1.2355 2.8281
N -2.3799 -1.5035 -0.3119
N -4.6450 -1.9535 -0.7512
N 2.2099 -0.0798 -0.1628
N -1.8940 1.2098 0.0803
N 0.2323 -1.9952 0.2925
N -3.8216 0.1955 -0.8680
N -4.0673 -4.1556 -3.1931
N 0.7678 2.1634 -0.4525
N 0.0323 0.0459 -2.2602
N -3.9566 2.3281 -0.0926
N -2.7004 -2.2811 -3.7296
C -2.4660 0.3694 -5.0451
C -1.7116 -0.1684 5.0178
C -0.6259 3.2021 2.9061
C -5.0676 -3.6115 -3.8852
C 0.9459 -4.6697 0.4219
C -5.4196 2.2113 -0.0937
C -4.9399 -2.3857 -4.5157
C -3.2990 0.6794 2.7874
C 4.2964 -1.2709 -0.3194
C 2.9235 -1.2264 -0.2038
C 0.8708 1.5868 5.0017
C 4.2859 1.0971 -0.3901
C 2.7023 3.4999 -0.8828
C 1.1706 -0.2445 -4.3467
C -1.1066 0.2109 -2.9475
C 0.4301 -4.1332 -0.7532
C -2.2297 -2.1439 2.8463
C 0.0237 3.2316 -0.7718
C -3.5354 -0.4230 -5.0661
C 5.0026 -0.0849 -0.3719
C -3.4183 3.6716 0.1020
C 2.9443 -0.8649 2.8343
C -1.1860 0.1522 -4.3304
C 2.2779 2.4489 2.6585
C -3.5618 -1.1549 -0.6290
C -2.9356 -3.4636 -3.1772
C 2.1079 2.2945 -0.5434
C 1.9197 4.6083 -1.1478
C 0.8061 -2.1837 4.4026
C 1.1555 -0.1808 -2.9705
C -0.0144 -0.0669 -5.0404
C 0.7754 -2.4865 1.4312
C 0.0813 -2.8024 -0.7827
C 0.5453 4.4622 -1.1076
C -3.7183 -1.7303 -4.4042
C -0.0401 0.1738 2.2718
C 1.1183 -3.8336 1.5092
C 2.9022 1.0742 -0.3271
C -3.1704 1.2505 -0.2853
H -0.8256 -0.5171 5.5330
H -4.5278 -2.9540 -0.7934
H 3.0708 1.9043 3.1681
H -5.7312 1.2893 0.3953
H 2.5151 2.4804 1.6035
H -1.9959 0.3897 -2.3730
H -4.3682 -0.1126 -5.6863
H -1.5929 3.0136 3.3748
H -5.8274 3.0311 0.4903
H -0.0239 1.6384 5.6116
H 3.7747 3.5855 -0.9482
H 2.3237 3.4783 3.0241
H -0.3354 -2.3567 -1.6748
H -5.8404 2.2740 -1.1011
H -5.9923 -4.1750 -3.9300
H -3.1994 -2.1969 2.3497
H -2.4938 1.2618 -5.6624
H -0.7814 3.4584 1.8555
H -2.7690 3.9528 -0.7233
H 4.8134 2.0338 -0.4690
H -2.9010 3.7811 1.0567
H 3.5065 -1.7783 2.6245
H 2.1012 -0.4269 -4.8647
H -2.3480 -2.6380 3.8119
H -1.5260 -2.7377 2.2698
H -3.8756 0.6815 3.7150
H -2.3671 -2.4891 -0.0725
H -0.0335 -0.1107 -6.1219
H -2.1075 -3.9215 -2.6455
H 2.3767 5.5543 -1.4043
H -4.7210 0.4090 -1.2676
H 3.2631 -0.0942 2.1381
H 2.3909 -2.1532 -0.1459
H 1.5312 -4.2170 2.4327
H -1.9130 0.8546 5.3355
H 2.0744 -0.3063 -2.4226
H -0.1192 5.2807 -1.3446
H -5.5518 -1.6002 -1.0037
H -5.7553 -1.9622 -5.0857
H -4.2482 4.3714 0.0993
H -1.0351 3.0741 -0.7913
H 1.2179 -5.7157 0.4765
H -0.2104 4.0951 3.3786
H 0.9330 -1.5586 5.2841
H 1.5717 -2.9619 4.4701
H 6.0828 -0.0745 -0.4266
H 1.5168 2.4146 5.3053
H -3.1367 1.7196 2.5209
H 3.2361 -0.5434 3.8365
H 4.7939 -2.2297 -0.3500
H -3.9266 0.2046 2.0328
H 1.4041 0.6703 5.2568
H -1.7229 1.9878 0.7121
H -0.1687 -2.6630 4.4610
H 0.2976 -4.7402 -1.6381
H -2.5531 -0.7728 5.3686
```

***

Record 3
ORCA calculation (wB97M-V/def2-TZVPD) on C39H58N7O6PTl as an isolated structure.

**Total charge**: +1
**2S+1**: 1
**LUMO (spin up / spin down)**: -0.1063 / -0.1578 hartree
**Energy**: -78075.15925 eV
**Relative energy (zero: lowest compared OMol25 entry of this formula, charge and spin)**: 1.895 eV

Structure (XYZ):
```
112
C39H58N7O6PTl | the OMol25 dataset | wB97M-V/def2-TZVPD
Tl -1.5197 -0.3482 -0.7091
P -0.2299 2.9280 -2.5193
O -4.2287 0.9291 -0.2805
O -4.2539 -1.7573 -0.6984
O -2.3908 -1.9104 1.4641
O 0.6771 -1.0191 0.8249
O 11.3382 -3.5948 -3.0321
O -2.3174 0.9240 1.6487
N 5.7181 -2.2686 -0.7943
N -0.8977 2.2108 -1.2672
N 6.0668 -2.3871 -2.0170
N 0.8591 -2.1205 -1.6451
N -0.1001 4.5586 -2.2389
N -1.1086 2.7392 -3.9190
N 1.3180 2.4651 -2.8556
C -1.3222 6.2969 -0.2601
C 0.6641 4.9874 -1.0618
C -0.2459 5.2846 0.1239
C 3.3198 -2.8680 -2.6919
C -3.4824 -2.7980 1.2843
C 2.1747 3.1821 -3.7985
C 3.4764 3.6137 -3.1350
C -2.0823 5.8371 -1.5026
C 7.4024 -2.6931 -2.2149
C -4.6690 -2.1657 0.5896
C 8.3295 -2.9574 -1.1864
C 4.3980 -2.1067 -0.5194
C -4.3327 1.9476 0.6908
C 4.1769 2.4128 -2.5058
C -2.9566 2.1458 1.3068
C 1.7793 -1.3974 0.4390
C -5.1727 -0.9381 -1.3949
C 9.1360 -3.0377 -3.8686
C -2.9720 0.1550 2.6398
C 9.6274 -3.2537 -1.4989
C -2.3059 -1.2034 2.6917
C 3.2544 -2.3144 -1.4008
C 7.8265 -2.7412 -3.5451
C -5.4592 0.3806 -0.6925
C -2.7955 0.5439 -4.8215
C 2.9495 -1.3276 1.2884
C 2.1636 -3.0251 -3.4211
C -1.1085 5.5371 -2.6376
C 11.8304 -3.6506 -4.3660
C -0.6739 1.8636 -5.0078
C 0.9520 -2.6315 -2.8594
C 1.9745 -1.9689 -0.9280
C 1.9406 1.2994 -2.2410
C -1.2711 0.4686 -4.8642
C -3.2635 1.5152 -3.7412
C 3.2390 1.6884 -1.5445
C -2.5717 2.8671 -3.8608
C 10.0451 -3.2961 -2.8412
C 4.1698 -1.6738 0.8186
H 1.6294 4.0409 -4.1892
H -1.2405 -1.0687 2.8843
H 3.0011 2.3360 -0.6944
H -0.8884 0.0235 -3.9371
H -2.6476 4.9279 -1.2693
H -3.0459 2.7924 2.1881
H -5.0813 1.6667 1.4426
H -3.1596 0.8831 -5.7974
H -0.7085 4.3447 0.4395
H 0.3515 5.6551 0.9598
H -4.0360 0.0496 2.4125
H 2.1896 -3.4531 -4.4138
H 5.0863 2.7265 -1.9909
H -2.8978 3.3806 -4.7732
H 2.1462 0.5439 -3.0145
H 4.4851 1.7188 -3.2967
H -1.0048 2.3126 -5.9514
H -0.9389 -0.1630 -5.6919
H 4.2712 -3.1651 -3.0978
H -2.0102 6.4581 0.5717
H 1.3885 4.2122 -0.8112
H -6.1136 0.2370 0.1764
H -4.3459 1.6597 -3.7973
H -2.8816 0.6418 3.6195
H 11.7209 -2.6848 -4.8624
H 0.4106 1.8205 -5.0328
H 3.7207 0.7953 -1.1423
H -5.4785 -2.9042 0.5167
H 0.0236 -2.7431 -3.4099
H -4.7105 -0.7472 -2.3639
H -0.8503 7.2635 -0.4681
H -6.1201 -1.4644 -1.5649
H -4.6593 2.8945 0.2431
H -3.8013 -3.2121 2.2466
H 1.2333 0.8725 -1.5309
H 11.3164 -4.4245 -4.9389
H -5.0388 -1.3168 1.1702
H 8.0009 -2.9220 -0.1580
H 2.4098 2.5234 -4.6468
H -3.2254 -0.4469 -4.6560
H -5.9853 1.0479 -1.3868
H -2.7975 6.5981 -1.8219
H 1.2234 5.8892 -1.3393
H -1.6154 5.1858 -3.5336
H 9.4409 -3.0665 -4.9036
H 5.0503 -1.5939 1.4429
H 10.3605 -3.4625 -0.7317
H 2.8052 -0.9616 2.2957
H 3.2547 4.3594 -2.3662
H 7.1016 -2.5358 -4.3222
H -2.8441 3.4934 -3.0128
H -3.0406 1.1184 -2.7474
H -3.1083 -3.6161 0.6668
H 4.1191 4.0925 -3.8765
H -2.7381 -1.7930 3.5068
H -2.2966 2.6110 0.5773
H -0.5782 6.4563 -2.9136
H 12.8833 -3.8992 -4.2829
```

***

Record 4
ORCA calculation (wB97M-V/def2-TZVPD) on C39H60AlBBr2Cl5N5O6 as an isolated structure in a non-equilibrium geometry.

**Total charge**: +2
**2S+1**: 1
**LUMO**: -0.3540 hartree
**Energy**: -271101.83634 eV

Structure (XYZ):
```
119
C39H60AlBBr2Cl5N5O6 | the OMol25 dataset | wB97M-V/def2-TZVPD
Br -2.4265 4.7131 -2.2137
Br -4.1219 2.4252 0.1530
Cl 3.7248 -2.3769 -4.0185
Cl -3.8660 -4.4659 1.2131
Cl 3.4990 1.0335 5.4539
Cl 4.2318 3.3925 3.9055
Cl -4.7096 -3.6533 -1.9492
Al 3.3315 5.9174 -3.7294
O -1.1065 -1.6492 -2.2213
O -1.3003 -8.1817 -1.0870
O -1.7618 -7.7101 1.0879
O 1.0680 -1.5469 -2.7498
O -3.2395 12.3582 -4.5572
O -2.2316 8.2114 -1.4264
N -0.8805 -1.3732 3.3125
N 5.6684 1.2338 -1.1942
N -0.2756 -6.4701 5.6015
N 0.2030 -0.9873 5.3567
N 1.3050 -0.2731 3.3937
C 0.4366 0.1014 1.0225
C -1.7993 10.4722 -1.9245
C -3.6783 10.1016 -4.0571
C 5.4880 3.0166 0.1063
C 0.6752 6.8568 -1.0967
C -0.8224 -3.8192 -1.3695
C 1.8594 6.1835 -1.3330
C -5.7311 -3.4692 -0.4945
C -1.1396 -5.3020 -1.5267
C 0.2594 -7.6105 2.4913
C 0.0561 6.7100 0.1301
C 3.2944 -3.3369 -1.4662
C -2.0502 11.5153 -2.7111
C 2.4514 5.3626 -0.3851
C -1.2999 -8.8175 6.0537
C -4.3206 2.5940 -1.7752
C -3.0114 11.4132 -3.8420
C -2.4652 9.1673 -2.1450
C 0.6350 5.8968 1.1005
C -3.4243 9.0612 -3.2681
C 1.6054 -3.9605 -3.2618
C 0.9463 0.8107 -0.2152
C 0.9079 0.6886 2.3781
C 3.0556 2.6813 5.0224
C 0.2103 -0.8676 4.0979
C -0.7032 -6.0031 -0.2468
C 4.8242 1.9291 0.7337
C 0.6216 -2.7817 -3.2597
C -1.2587 -7.4039 -0.1494
C -4.9188 -3.1154 0.7235
C -0.7984 -3.0136 -2.6391
C 3.0546 -3.6360 -2.9403
C -3.0037 2.8675 -2.4449
C 0.0264 0.4988 -1.3746
C 4.9538 0.8433 -0.0938
C -0.7267 -7.5060 5.7942
C 1.8290 5.2258 0.8461
C -0.8544 -8.4541 1.9144
C 6.0003 2.5544 -1.0791
B 0.0975 -1.0875 -1.8486
H 3.0185 3.2826 5.9223
H -0.1192 -6.7055 2.9450
H -1.4666 -8.8505 2.7159
H 4.2395 -2.8351 -1.3105
H 2.3444 6.3121 -2.3166
H 3.3813 4.8384 -0.5891
H -2.2191 -5.3882 -1.6214
H -4.3747 10.0486 -4.8841
H 2.2784 4.5993 1.6062
H 0.5510 -1.5992 -0.7622
H 0.4351 -2.5954 -4.3251
H 0.2367 7.4873 -1.8587
H -1.5075 -3.3637 -0.6607
H -4.7246 1.6410 -2.1083
H -1.1064 10.5255 -1.0937
H 1.9540 0.4899 -0.4847
H 2.0863 2.6646 4.5369
H 1.7519 1.3518 2.1945
H 1.2908 -4.6909 -2.5204
H 6.5765 3.0496 -1.8422
H -0.8718 7.2263 0.3233
H -0.9827 0.6143 -0.9887
H 0.7295 -0.9626 0.9579
H 0.1719 -3.7634 -0.8794
H 0.0888 1.2932 2.7537
H -6.2711 -4.4014 -0.3568
H 0.1383 1.1884 -2.2086
H -0.6476 0.1116 0.9886
H 4.3267 1.9508 1.6895
H -3.8995 8.0978 -3.4048
H -3.0886 2.7271 -3.5202
H -0.4640 -9.3218 1.3878
H -1.9972 -8.7733 6.8879
H 1.5497 -4.4511 -4.2257
H 4.6088 -0.1714 0.0104
H -5.0517 3.3758 -1.9498
H -1.4667 -3.4055 -3.3940
H -2.2078 2.2396 -2.0612
H 1.0571 -0.6041 5.7554
H 2.4667 -2.8115 -1.0028
H 3.3697 -4.2991 -0.9643
H -1.5767 12.4784 -2.5696
H 1.8839 -0.9921 2.9832
H -0.5209 -9.5364 6.3011
H -6.4498 -2.6792 -0.7025
H 3.6230 -4.5315 -3.1586
H 0.9962 1.8917 -0.0721
H -0.6799 -5.7370 -2.4086
H -4.2898 -2.2457 0.5488
H -1.1451 -2.2698 3.6977
H -1.1233 -5.4364 0.5773
H 0.3758 -5.9865 -0.1175
H -1.8389 -9.1851 5.1824
H -1.6874 -0.7769 3.4452
H -5.5826 -2.8993 1.5584
H 5.5932 4.0186 0.4902
H 0.7420 -8.2159 3.2536
H 0.1520 5.7852 2.0615
H 5.9210 0.6388 -1.9618
H 1.0288 -7.4074 1.7519
```